The following is a DFT calculation (the ωB97M-V functional and the def2-TZVPD basis) of 12 unconnected molecules or ions with the total composition C26H76O17.

Each line ends with the Mulliken charge.
Geometry (Å):
1 H -16.038 11.953 3.392  0.3241
2 O -12.562 5.032 15.329  -0.2917
3 C -16.800 14.997 10.177  -0.3436
4 H -14.740 9.625 8.443  -0.0195
5 O -12.919 15.165 9.044  -0.3311
6 H -14.550 11.498 14.239  0.2879
7 O -12.918 10.249 5.793  -0.5433
8 C -12.320 3.951 16.199  -0.7664
9 H -15.793 17.909 8.664  0.2748
10 H -14.098 8.120 12.986  0.3555
11 H -12.708 12.260 9.034  -0.7104
12 H -15.693 8.904 10.968  -0.0810
13 H -14.505 14.950 11.752  0.6394
14 H -11.269 3.946 16.514  0.3183
15 C -11.816 9.865 6.577  -0.5511
16 O -14.852 9.113 7.619  -0.0531
17 H -17.825 14.658 10.366  0.3076
18 C -16.241 12.720 4.150  -0.3243
19 C -14.009 15.859 5.388  -0.6143
20 H -13.014 16.214 5.106  0.3702
21 H -12.282 8.356 15.630  0.3609
22 H -13.377 14.675 10.730  0.2951
23 O -14.084 11.958 12.243  -0.3397
24 H -16.618 13.625 3.678  0.2957
25 C -18.011 9.152 5.997  -0.3666
26 C -14.780 17.981 8.246  -0.9509
27 H -13.355 7.795 8.391  0.1089
28 H -16.826 15.731 9.365  0.2104
29 H -14.765 18.944 7.728  0.3432
30 H -17.195 10.743 8.024  -0.0720
31 H -15.894 16.679 6.013  0.3310
32 H -7.066 13.525 9.052  0.3095
33 H -14.301 7.260 6.983  0.3030
34 H -10.943 6.199 15.642  0.3247
35 O -13.588 14.612 11.685  -0.6608
36 H -15.263 12.933 4.589  -0.1168
37 C -12.993 13.758 5.515  -1.0894
38 H -12.213 6.352 16.894  0.3944
39 O -15.924 16.332 14.076  -0.3399
40 C -15.926 17.212 12.990  -0.6142
41 O -13.900 14.662 6.123  0.1482
42 O -16.212 15.496 11.347  -0.1032
43 H -11.194 11.383 9.987  -0.5026
44 H -10.092 7.788 10.183  0.3725
45 H -9.700 12.957 11.060  0.3285
46 H -13.209 13.556 4.460  0.4279
47 H -16.934 17.415 11.086  0.4013
48 H -13.732 10.061 6.293  0.3384
49 H -13.323 15.580 8.252  0.1275
50 H -15.951 12.393 6.675  0.2078
51 H -11.562 8.635 9.712  -0.0571
52 H -14.865 15.633 15.614  0.2657
53 O -8.940 12.501 9.201  -0.3061
54 H -14.936 17.247 12.516  0.3058
55 C -12.023 6.237 15.821  -0.5161
56 C -11.526 15.029 8.831  -0.7078
57 H -16.824 10.222 10.575  0.2301
58 H -13.841 16.122 14.333  0.2580
59 H -8.403 14.195 8.200  0.2646
60 H -13.780 10.907 10.688  -0.2513
61 H -14.601 17.859 5.715  0.3887
62 H -17.168 8.551 10.135  0.3547
63 H -13.127 12.824 6.056  0.1543
64 H -11.169 15.557 7.944  0.4321
65 H -15.030 7.283 8.572  0.2897
66 H -17.817 16.409 12.211  0.3524
67 C -13.064 8.468 13.087  -0.3538
68 C -14.337 7.821 7.916  -0.7781
69 C -16.606 11.645 6.202  0.1834
70 C -14.757 16.416 14.860  -0.6898
71 O -14.350 16.882 7.487  -0.3462
72 C -17.710 11.223 7.178  -0.1600
73 H -14.427 12.704 9.379  -0.9600
74 H -10.974 8.739 11.360  0.1797
75 C -10.644 8.720 10.314  -0.2927
76 H -14.133 18.005 9.125  0.2866
77 H -11.781 8.770 6.685  0.2335
78 O -17.367 9.038 12.185  -0.5661
79 H -14.004 12.938 12.313  0.2165
80 C -8.158 13.647 9.110  -0.8635
81 H -13.740 7.406 15.259  0.3207
82 H -16.233 14.142 9.811  -0.2113
83 H -13.054 3.983 17.008  0.2788
84 H -17.393 8.587 6.703  0.0119
85 O -9.862 9.812 9.915  -0.4061
86 O -14.036 10.747 9.762  0.5750
87 O -12.365 7.455 13.772  -0.3926
88 H -13.083 9.431 13.605  0.3710
89 H -18.361 12.032 7.502  0.3960
90 C -16.746 9.187 10.927  -0.2894
91 C -10.300 11.007 10.497  0.7147
92 H -10.564 10.937 11.562  0.3331
93 H -11.173 13.996 8.807  0.1115
94 H -16.011 10.734 6.051  0.1207
95 H -18.187 9.535 12.185  0.3314
96 H -17.440 9.365 5.093  0.1963
97 H -11.822 10.281 7.590  0.1077
98 H -8.230 14.319 9.974  0.3378
99 H -15.310 10.516 12.976  0.2424
100 H -14.620 17.396 15.323  0.3161
101 C -14.827 16.878 6.150  -0.6175
102 H -16.268 18.226 13.218  0.4110
103 H -12.414 2.998 15.676  0.2492
104 H -15.831 12.234 13.346  0.2299
105 C -12.649 7.441 15.152  -0.5187
106 H -14.571 15.655 4.468  0.2944
107 H -11.981 14.162 5.602  0.3637
108 C -16.804 16.663 11.874  -0.6461
109 O -18.595 10.271 6.612  -0.4681
110 C -15.007 11.524 13.242  -0.6385
111 C -13.750 11.925 9.019  2.3824
112 H -8.388 11.864 11.121  0.4937
113 H -11.034 15.503 9.688  0.3396
114 H -18.834 8.487 5.738  0.3372
115 C -9.272 12.102 10.515  -0.8436
116 H -13.948 11.743 7.959  -0.7979
117 H -10.863 10.087 6.097  0.3946
118 H -12.626 8.619 12.104  -0.2344
119 O -17.189 12.200 5.055  -0.4643

* E_tot: -2314.982094 Eh
* structure (SMILES): COCCOC.COCCOC.COCCOC.COCCOC.COCCOC.CO.CO.CO.CO.CO.CO.O
* LUMO energy: 0.527 eV


The following is a DFT calculation (the ωB97M-V functional and the def2-TZVPD basis) of a molecular structure, C18H39BrCl30In.

Each line ends with the Mulliken charge.
Geometry (Å):
1 Cl -6.055 5.431 4.303  -0.2052
2 Cl -0.828 -6.231 -1.688  -0.1541
3 C 1.701 4.024 3.226  -0.1310
4 H 2.837 0.698 -3.954  -0.2489
5 Cl -3.015 0.186 1.481  -0.1412
6 Cl -0.435 -1.285 10.948  -0.1626
7 Cl 1.301 -2.080 -9.300  -0.2055
8 H 1.794 -2.163 -6.997  -0.1149
9 H 3.863 -3.569 -5.334  -0.0431
10 C -1.661 -5.229 -2.886  -0.3997
11 Cl 1.670 -3.635 2.231  -0.0959
12 Cl -2.567 4.113 -5.935  -0.1516
13 H -10.117 5.307 4.127  0.2632
14 Br -0.269 2.768 -0.100  -0.2834
15 H 1.997 3.488 2.330  0.0619
16 Cl 2.646 -5.185 -6.541  -0.1692
17 H -0.244 2.689 -2.588  -0.1367
18 H -2.702 6.121 -4.724  0.3347
19 H 1.582 -5.171 4.021  0.3509
20 Cl 3.283 0.682 2.533  -0.1284
21 H -0.426 -0.235 -1.894  0.3662
22 Cl -4.919 4.631 1.722  -0.1420
23 C 2.492 -0.688 3.330  -0.0281
24 H -2.358 0.693 -2.183  0.2685
25 Cl 3.916 -2.372 -8.013  -0.1894
26 Cl -2.446 -1.605 5.707  -0.0246
27 H -4.978 3.416 3.729  -0.0124
28 C -2.102 1.753 -2.163  -0.9205
29 C 0.843 -4.713 3.373  0.1468
30 C 5.781 -0.052 -5.962  -0.4807
31 Cl 4.408 0.883 -0.951  -0.0884
32 Cl 5.366 -6.774 0.361  -0.1828
33 H 3.933 -5.108 -0.481  0.2329
34 H -1.424 -5.612 -3.872  0.2856
35 H -2.720 2.295 -1.446  0.3141
36 H -2.325 2.153 -3.158  0.1145
37 H 6.105 -0.623 -6.824  0.3268
38 Cl -3.694 1.085 4.188  -0.2509
39 Cl -1.557 -4.369 5.534  -0.1588
40 C 2.270 -1.717 -7.864  0.2954
41 H 3.610 -5.067 -4.400  0.3350
42 C 0.190 0.651 -2.072  -1.1961
43 H 2.337 -0.644 -7.747  0.1920
44 C -2.230 -3.113 6.586  -0.2555
45 Cl 0.238 4.945 2.866  -0.1510
46 H -3.398 4.744 -3.833  0.2453
47 C -2.576 5.079 -4.454  -0.3285
48 H -1.705 1.451 2.964  0.1354
49 Cl -0.006 -0.945 8.064  -0.1059
50 Cl 3.709 3.089 -2.746  -0.0994
51 H -3.183 -3.458 6.971  0.3273
52 H 5.270 1.381 -3.078  -0.2372
53 Cl -0.025 -5.993 2.518  -0.1568
54 H -1.872 -0.246 3.477  -0.4691
55 Cl -9.941 4.677 1.873  -0.1510
56 Cl 1.783 -3.574 -4.272  -0.0192
57 In 1.088 0.640 -4.151  0.6032
58 C 4.293 -5.373 0.506  0.0317
59 C 4.967 1.979 -2.224  0.0796
60 Cl 5.399 -1.179 -4.653  -0.1226
61 H -8.665 5.984 3.346  -0.0011
62 C -0.605 1.936 -1.889  0.6334
63 H 0.116 -4.165 3.967  -0.2535
64 C -0.696 -0.253 9.534  -0.2810
65 C 3.153 -4.343 -5.065  -0.1117
66 H 2.477 4.712 3.538  0.3371
67 Cl 0.727 -0.569 3.309  0.0226
68 H 5.800 2.553 -1.834  0.3372
69 H -3.846 4.786 3.805  0.2547
70 C -2.387 0.614 3.069  0.7028
71 H 6.573 0.604 -5.619  0.3470
72 Cl -10.572 7.313 2.992  -0.1663
73 H -2.727 -5.290 -2.700  0.2960
74 Cl 1.437 2.853 4.522  -0.1525
75 H 1.000 0.621 -1.340  0.3268
76 Cl -1.170 -3.541 -2.814  -0.0119
77 H 3.465 -5.635 1.153  0.0486
78 Cl 4.404 0.943 -6.434  -0.0827
79 H 0.513 2.125 -4.970  -0.3446
80 Cl -1.081 4.912 -3.533  -0.0658
81 H -1.763 -0.132 9.388  0.2533
82 H 2.823 -0.726 4.362  0.3104
83 H -0.225 0.707 9.713  0.3050
84 Cl 5.121 -3.972 1.194  -0.1518
85 H 2.765 -1.597 2.804  -0.1265
86 H 0.550 -0.786 -5.087  -0.4737
87 C -4.824 4.456 3.474  0.0967
88 C -9.722 5.780 3.235  0.0570
89 H -1.534 -2.928 7.393  0.1256

* E_tot: -17279.063561 Eh
* LUMO energy: 1.471 eV
* total charge: -1


The following is a DFT calculation (the ωB97M-V functional and the def2-TZVPD basis) of a molecular structure, C34H37AsAuN2O2Si2.

Each line ends with the Mulliken charge.
Geometry (Å):
1 H 0.035 -1.024 4.058  0.3513
2 C 2.304 -1.609 -0.670  -0.6338
3 H -1.401 -0.240 4.718  0.4022
4 As -0.202 2.025 -0.621  1.7082
5 H 0.528 -5.654 0.848  0.4057
6 O -1.049 0.589 -0.533  -0.7914
7 H 4.895 -0.961 -5.670  0.2700
8 H 0.754 5.232 -4.366  0.4222
9 H 3.369 -1.709 -5.360  0.1992
10 C 3.273 1.268 1.530  -0.8739
11 H -2.532 6.129 2.669  0.4109
12 C 2.645 1.895 -1.108  -0.4589
13 H 0.952 4.202 1.109  0.4183
14 C -3.395 -0.169 2.155  -0.8547
15 H -2.955 2.733 0.098  0.4216
16 H 1.233 -4.318 -0.061  0.3314
17 C 1.954 1.492 1.170  -0.0903
18 H -1.548 1.058 -3.039  0.3976
19 C -0.819 -0.394 3.805  -1.1079
20 C -1.872 -4.024 2.514  0.4041
21 C -3.192 -3.103 4.309  -0.6681
22 H -3.973 4.512 1.483  0.4214
23 C -2.328 3.442 0.626  -0.5929
24 O 5.247 -0.223 -3.307  -0.5963
25 H -4.026 -0.622 1.392  0.3640
26 C -0.477 3.597 -5.015  -0.4662
27 C 0.695 -4.574 0.853  -1.1971
28 H -2.170 -5.147 -0.595  0.4035
29 C -1.033 1.959 -3.347  -0.3663
30 H -3.614 -2.252 4.834  0.3776
31 H -1.499 -3.784 -1.491  0.3229
32 C 0.767 -1.096 -2.305  -0.4548
33 C -0.943 3.356 0.530  0.5766
34 C -2.897 4.441 1.400  -0.7375
35 H 1.504 -0.604 -4.249  0.4842
36 H 0.915 4.423 -2.042  0.4855
37 C -1.125 2.426 -4.652  -0.7655
38 H -1.713 -6.177 2.500  0.3860
39 C -2.085 5.350 2.066  -0.4790
40 C -0.126 4.270 1.187  -0.4361
41 C -0.703 5.268 1.960  -0.7117
42 C -0.290 2.674 -2.417  0.0515
43 H 2.404 2.134 -2.137  0.4496
44 C 3.967 1.678 -0.741  -0.8167
45 C 1.641 1.807 -0.151  0.2083
46 C 0.258 4.314 -4.079  -0.7891
47 C 3.088 -1.059 -2.852  0.8682
48 N 1.030 -1.436 -1.042  0.1862
49 H -1.712 1.882 -5.380  0.4320
50 C 0.349 3.857 -2.774  -0.2072
51 Si -1.911 -1.231 2.531  0.6280
52 H 2.471 -1.896 0.360  0.6664
53 H 3.521 1.028 2.556  0.4552
54 H 1.329 -4.338 1.708  0.3428
55 H -2.954 -3.568 -0.504  0.3601
56 C -2.398 -2.913 3.177  0.6301
57 C -2.904 -5.484 4.133  -0.6582
58 H 1.170 1.433 1.919  0.4071
59 H -0.274 -0.951 -2.552  0.3969
60 C 4.277 1.365 0.574  -0.4653
61 H -3.089 0.818 1.811  0.0296
62 H 4.382 -1.523 -1.203  0.4930
63 C 3.360 -1.419 -1.539  -0.6450
64 H 4.745 1.729 -1.491  0.3688
65 H 5.308 1.197 0.858  0.4462
66 C -1.988 -4.069 -0.558  -1.1675
67 H -0.075 5.978 2.478  0.4314
68 C 4.251 -0.747 -3.759  -0.0255
69 H -3.098 -6.480 4.508  0.4071
70 Si -0.940 -3.678 0.945  0.3915
71 H -0.450 0.581 3.483  0.2476
72 C 1.765 -0.907 -3.244  -0.6445
73 H -3.995 -0.043 3.060  0.3900
74 Au -0.564 -1.371 0.581  0.4268
75 C -3.444 -4.380 4.784  -0.7222
76 H -0.553 3.961 -6.031  0.4167
77 C -2.123 -5.308 3.002  -0.7285
78 H -4.056 -4.520 5.665  0.4050
79 N 4.108 -1.099 -5.058  -0.3484

* E_tot: -4528.168784 Eh
* LUMO energy: -2.687 eV
* total charge: +1


Asked for E_HOMO across the records above, the calculation gives -0.34008 -0.17814 -0.41918 hartree in order.
Asked for frontier orbital gap across the records above, the calculation gives 0.3595 0.2322 0.3204 Eh in order.